{
  "formula": "C44H58Cl2O2P2ReSi",
  "method": "ωB97M-V with the def2-TZVPD basis set",
  "lumo_ev": [-7.068, -7.664],
  "orbital_gap_ev": [6.591, 6.437],
  "multiplicity": 4,
  "total_charge": 2,
  "homo_ev": [-13.66, -14.10],
  "s2": 3.77,
  "elements": ["Re", "C", "Si", "C", "C", "C", "C", "C", "C", "P", "C", "C", "C", "C", "C", "C", "C", "C", "C", "C", "C", "C", "C", "C", "C", "C", "C", "C", "P", "C", "C", "C", "C", "C", "C", "C", "C", "C", "C", "C", "C", "H", "H", "H", "H", "H", "H", "H", "H", "H", "H", "H", "H", "H", "H", "H", "H", "H", "H", "H", "H", "H", "H", "H", "H", "H", "H", "H", "H", "H", "H", "H", "H", "H", "H", "H", "H", "H", "H", "H", "H", "H", "H", "H", "H", "H", "H", "H", "H", "H", "H", "H", "H", "H", "H", "H", "Cl", "C", "C", "C", "Cl", "C", "O", "C", "C", "O", "C", "H", "H", "H"],
  "xyz": [[-0.38, -0.41, 0.19], [-3.75, -1.67, -0.45], [-2.32, -0.92, -1.37], [-2.74, 0.74, -2.11], [-3.30, 0.92, -3.38], [-3.59, 2.19, -3.86], [-3.31, 3.31, -3.09], [-2.76, 3.16, -1.83], [-2.48, 1.88, -1.34], [-1.85, 1.60, 0.33], [-0.81, 3.04, 0.75], [0.28, 3.31, -0.30], [0.98, 4.63, 0.00], [1.58, 4.65, 1.40], [0.54, 4.30, 2.46], [-0.16, 2.97, 2.15], [-3.35, 1.52, 1.40], [-3.15, 0.89, 2.79], [-4.32, 1.28, 3.69], [-4.33, 2.78, 3.99], [-3.81, 3.61, 2.80], [-4.07, 2.90, 1.48], [-1.80, -2.15, -2.66], [-2.67, -2.57, -3.67], [-2.29, -3.52, -4.61], [-1.01, -4.08, -4.54], [-0.14, -3.70, -3.53], [-0.54, -2.75, -2.58], [0.60, -2.26, -1.27], [2.06, -1.67, -2.18], [1.62, -0.48, -3.07], [2.84, 0.32, -3.58], [4.06, -0.59, -3.70], [4.49, -1.10, -2.32], [3.28, -1.25, -1.37], [0.94, -3.74, -0.24], [1.89, -4.80, -0.86], [3.34, -4.75, -0.37], [3.46, -4.74, 1.17], [2.12, -4.51, 1.86], [1.38, -3.35, 1.19], [-4.53, -1.89, -1.18], [-4.17, -1.02, 0.31], [-3.46, -2.62, 0.03], [-3.49, 0.07, -4.02], [-4.01, 2.31, -4.85], [-3.53, 4.30, -3.47], [-2.53, 4.04, -1.25], [-1.52, 3.88, 0.75], [-0.14, 3.32, -1.31], [1.02, 2.50, -0.26], [0.26, 5.45, -0.10], [1.76, 4.81, -0.75], [2.01, 5.62, 1.62], [2.40, 3.92, 1.45], [-0.22, 5.09, 2.52], [1.00, 4.24, 3.45], [-0.90, 2.75, 2.92], [0.58, 2.17, 2.15], [-3.98, 0.86, 0.82], [-2.22, 1.24, 3.26], [-3.07, -0.19, 2.70], [-4.28, 0.71, 4.62], [-5.25, 0.98, 3.20], [-3.71, 2.98, 4.87], [-5.34, 3.10, 4.25], [-2.75, 3.83, 2.91], [-4.30, 4.59, 2.78], [-3.82, 3.54, 0.63], [-5.14, 2.70, 1.38], [-3.67, -2.16, -3.74], [-2.97, -3.82, -5.39], [-0.70, -4.81, -5.27], [0.84, -4.15, -3.51], [2.32, -2.52, -2.82], [0.97, 0.20, -2.48], [1.01, -0.83, -3.90], [3.07, 1.13, -2.88], [2.60, 0.78, -4.53], [4.88, -0.07, -4.19], [3.80, -1.44, -4.36], [5.19, -0.39, -1.87], [5.02, -2.05, -2.41], [3.07, -0.30, -0.90], [3.51, -1.95, -0.57], [-0.05, -4.19, -0.18], [1.89, -4.75, -1.95], [1.47, -5.77, -0.62], [3.85, -3.89, -0.80], [3.85, -5.62, -0.77], [4.15, -3.94, 1.48], [3.90, -5.67, 1.53], [2.27, -4.29, 2.92], [1.49, -5.40, 1.82], [2.05, -2.48, 1.17], [0.50, -3.07, 1.77], [4.32, 0.51, 5.83], [3.44, 0.42, 4.36], [3.98, 1.00, 3.19], [3.33, 0.96, 1.99], [4.01, 1.75, 0.61], [2.09, 0.31, 1.88], [1.47, 0.23, 0.72], [1.52, -0.21, 3.07], [0.21, -0.70, 3.09], [-0.62, -0.75, 2.12], [2.21, -0.17, 4.31], [4.94, 1.50, 3.26], [-0.19, -1.07, 4.03], [1.76, -0.58, 5.20]],
  "mulliken_spin": [2.32, 0.02, 0.03, 0.04, 0.01, 0.00, 0.00, -0.02, -0.11, 0.23, -0.06, 0.00, 0.00, 0.00, 0.00, 0.01, -0.02, 0.04, 0.00, 0.00, 0.00, 0.01, 0.00, 0.00, 0.00, 0.00, -0.01, -0.03, 0.19, -0.02, -0.03, 0.00, 0.00, 0.00, 0.01, -0.06, 0.01, 0.00, 0.00, 0.00, 0.07, 0.00, 0.00, 0.00, 0.00, 0.00, 0.00, 0.00, -0.01, 0.02, 0.02, 0.00, 0.00, 0.00, 0.00, 0.00, 0.00, -0.01, 0.01, 0.01, 0.00, 0.00, 0.00, 0.00, 0.00, 0.00, 0.00, 0.00, 0.00, 0.00, 0.00, 0.00, 0.00, 0.00, 0.00, 0.04, 0.00, 0.00, 0.00, 0.00, 0.00, 0.00, 0.00, 0.01, 0.00, 0.01, 0.00, 0.00, 0.00, 0.00, 0.00, 0.00, 0.00, 0.00, -0.01, 0.00, 0.00, 0.01, 0.01, 0.00, 0.00, 0.07, 0.13, 0.05, 0.00, -0.01, 0.01, 0.00, -0.01, 0.00]
}

=====

{
  "formula": "C44H58N5O4ScSi",
  "method": "ωB97M-V with the def2-TZVPD basis set",
  "lumo_ev": 0.099,
  "orbital_gap_ev": 7.815,
  "homo_ev": -7.72,
  "elements": ["Sc", "C", "Si", "C", "C", "N", "C", "C", "C", "C", "C", "C", "O", "C", "C", "C", "C", "C", "C", "H", "H", "H", "H", "H", "H", "H", "H", "H", "H", "H", "H", "H", "H", "H", "H", "H", "H", "C", "C", "C", "C", "C", "C", "C", "C", "C", "C", "C", "C", "N", "C", "C", "C", "C", "C", "N", "C", "C", "C", "C", "H", "H", "H", "H", "H", "H", "H", "H", "H", "H", "H", "H", "H", "H", "H", "H", "H", "H", "H", "H", "H", "H", "H", "H", "H", "H", "H", "H", "H", "C", "C", "C", "C", "C", "C", "O", "N", "C", "O", "N", "C", "O", "H", "H", "H", "H", "H", "H", "H", "H", "H", "H", "H"],
  "xyz": [[0.35, 0.20, -0.13], [-0.41, -2.35, -4.13], [0.79, -1.54, -2.91], [2.35, -1.26, -3.91], [1.27, -2.70, -1.51], [0.09, -0.14, -2.15], [-0.64, 0.83, -2.80], [-0.73, 0.99, -4.19], [-1.50, 1.98, -4.77], [-2.23, 2.86, -3.98], [-2.17, 2.75, -2.59], [-1.39, 1.75, -2.04], [-1.27, 1.55, -0.64], [-2.20, 2.18, 0.23], [-3.17, 1.39, 0.82], [-4.09, 2.00, 1.67], [-4.04, 3.37, 1.88], [-3.06, 4.14, 1.26], [-2.11, 3.54, 0.44], [-0.14, -2.06, -5.15], [-1.45, -2.08, -3.96], [-0.33, -3.44, -4.07], [2.53, -2.18, -4.48], [3.21, -1.10, -3.25], [2.28, -0.44, -4.63], [1.00, -3.73, -1.74], [0.79, -2.50, -0.54], [2.36, -2.66, -1.35], [-0.16, 0.31, -4.83], [-1.54, 2.07, -5.85], [-2.83, 3.64, -4.42], [-2.73, 3.42, -1.97], [-3.19, 0.33, 0.64], [-4.85, 1.40, 2.16], [-4.77, 3.85, 2.52], [-3.02, 5.20, 1.43], [-1.31, 4.09, -0.02], [-1.22, 2.67, 4.50], [-0.20, 2.88, 3.38], [0.04, 4.37, 3.13], [1.10, 2.17, 3.69], [1.95, 2.68, 4.67], [3.14, 2.06, 4.99], [3.52, 0.91, 4.31], [2.71, 0.36, 3.33], [3.13, -0.94, 2.66], [4.51, -0.78, 2.03], [3.10, -2.11, 3.64], [1.49, 0.99, 3.03], [0.58, 0.35, 2.12], [-0.23, -0.50, 2.68], [-1.19, -1.27, 1.99], [-2.14, -2.06, 2.62], [-2.96, -2.54, 1.61], [-2.46, -2.03, 0.40], [-1.37, -1.24, 0.61], [-3.06, -2.41, -0.94], [-4.49, -2.93, -0.74], [-2.22, -3.54, -1.54], [-3.13, -1.22, -1.89], [-2.17, 3.15, 4.25], [-0.86, 3.09, 5.44], [-1.41, 1.60, 4.67], [-0.62, 2.45, 2.47], [0.44, 4.86, 4.02], [-0.90, 4.86, 2.89], [0.74, 4.53, 2.31], [1.66, 3.58, 5.20], [3.78, 2.47, 5.76], [4.45, 0.42, 4.57], [2.43, -1.16, 1.87], [5.27, -0.58, 2.79], [4.51, 0.05, 1.34], [4.81, -1.68, 1.49], [3.89, -2.02, 4.39], [3.25, -3.05, 3.11], [2.15, -2.16, 4.18], [-0.17, -0.69, 3.75], [-2.21, -2.24, 3.69], [-3.82, -3.18, 1.73], [-4.52, -3.87, -0.19], [-4.94, -3.11, -1.72], [-5.11, -2.20, -0.22], [-2.18, -4.39, -0.86], [-1.20, -3.21, -1.73], [-2.66, -3.88, -2.49], [-3.83, -0.45, -1.53], [-3.48, -1.55, -2.87], [-2.15, -0.77, -2.00], [2.48, 2.39, -3.69], [3.77, 1.76, -3.19], [3.99, 1.76, -1.64], [5.26, 0.95, -1.29], [6.44, 1.09, -2.26], [4.16, 3.22, -1.24], [5.20, 3.82, -1.38], [3.02, 3.86, -0.80], [1.79, 3.27, -0.51], [0.85, 3.97, -0.21], [1.75, 1.90, -0.53], [2.77, 1.15, -0.97], [2.63, -0.08, -0.80], [2.42, 2.30, -4.78], [2.41, 3.45, -3.45], [1.59, 1.90, -3.28], [4.63, 2.29, -3.61], [3.84, 0.73, -3.53], [4.96, -0.10, -1.23], [5.59, 1.24, -0.30], [6.23, 0.64, -3.23], [7.30, 0.55, -1.84], [6.73, 2.12, -2.40], [3.08, 4.86, -0.66]],
  "mulliken_charge": [-1.92, -1.41, 0.87, -1.32, -1.53, 1.57, -0.82, -0.20, -1.14, -1.05, -0.73, 0.47, 2.94, -0.48, 0.20, -1.12, -0.97, -0.70, -0.30, 0.48, 0.34, 0.45, 0.64, 0.06, 0.35, 0.62, 0.37, 0.30, 0.34, 0.43, 0.38, 0.56, 0.47, 0.47, 0.40, 0.48, 0.53, -1.65, 2.12, -1.42, 0.86, -0.60, -1.56, -0.63, 0.40, 1.71, -1.75, -1.74, -0.39, 1.38, -0.57, 0.23, -1.92, -1.18, -1.07, 1.73, 3.24, -2.15, -1.55, -1.13, 0.40, 0.37, 0.27, -1.28, 0.45, 0.31, 0.19, 0.35, 0.39, 0.34, -0.62, 0.40, 0.26, 0.48, 0.36, 0.43, 0.35, 0.50, 0.59, 0.48, 0.45, 0.42, 0.42, 0.42, -0.24, 0.50, 0.35, 0.72, -0.80, -1.51, -1.29, 3.04, -0.85, -1.70, -0.24, -0.66, 0.19, -0.73, -0.66, 1.51, -0.40, -0.66, 0.55, 0.36, 0.19, 0.60, 0.39, 0.27, 0.45, 0.33, 0.49, 0.34, 0.31]
}

=====

Which relative energy (zero: lowest compared OMol25 entry of this formula, charge and spin) belongs to each record? In order, 0.379; 0.666 eV.